# 1
C7H15N3O2 | ωB97M-V/def2-TZVPD

Positions of all 27 atoms, in Å:
H: 0.75 -0.27 2.36
N: -0.06 -0.90 2.29
C: -0.01 -1.47 1.14
N: 0.96 -1.31 0.18
C: 0.82 -1.85 -1.16
N: 2.02 -0.57 0.51
C: 2.96 -0.40 -0.35
H: -0.81 -2.13 0.80
H: 1.77 -2.32 -1.43
H: 0.59 -1.06 -1.89
H: 0.00 -2.60 -1.16
H: 3.86 0.07 0.01
H: 2.88 -0.70 -1.40
C: -3.50 -0.63 -0.23
O: -2.75 0.44 0.27
C: -1.66 0.87 -0.44
C: -0.72 1.57 0.19
O: 0.49 1.88 -0.38
C: 1.32 2.75 0.36
H: -3.95 -1.12 0.63
H: -2.88 -1.34 -0.79
H: -4.29 -0.24 -0.89
H: -1.58 0.62 -1.50
H: -0.85 1.79 1.26
H: 2.34 2.57 0.01
H: 1.05 3.80 0.16
H: 1.25 2.56 1.44

Energy above the lowest of the compared OMol25 structures with the same formula, charge and spin (kJ/mol): 325.2
HOMO energy (eV): -7.7486
LUMO (eV): 0.796
Kohn-Sham gap (eV): 8.54

Atom charges from the Mulliken analysis, given in e for atoms 1 to 2: number 1, H, carries 0.312; number 2, N, carries -0.720

# 2
C4H8N2O2 | ωB97M-V/def2-TZVPD

Positions of all 16 atoms, in Å:
C: -2.07 -0.10 0.77
N: 1.54 0.06 -0.11
N: -0.88 0.44 0.13
C: 1.69 1.31 -1.39
C: 0.07 -0.40 -0.38
C: -0.10 -1.59 -0.95
O: 1.83 0.65 1.13
O: 1.78 2.35 -0.83
H: 1.95 1.60 0.90
H: 2.19 -0.70 -0.30
H: -0.53 1.29 0.57
H: -1.84 -0.64 1.70
H: -2.74 0.73 1.01
H: -2.57 -0.77 0.07
H: -1.07 -2.06 -0.99
H: 0.74 -2.16 -1.32

Energy above the lowest of the compared OMol25 structures with the same formula, charge and spin (kJ/mol): 505.8
HOMO energy (eV): -8.5282
LUMO (eV): 0.833
Kohn-Sham gap (eV): 9.36

Atom charges from the Mulliken analysis, given in e for atoms 1 to 2: number 1, C, carries -0.948; number 2, N, carries -0.004

# 3
C4H5N3 | ωB97M-V/def2-TZVPD

Positions of all 12 atoms, in Å:
C: -2.52 -1.29 -0.04
N: -2.83 -0.04 -0.02
C: -2.08 1.03 -0.10
N: -1.54 2.06 -0.18
H: -3.21 -1.92 0.27
H: -1.60 -1.61 -0.32
C: 1.39 0.89 -0.05
C: 1.01 -0.50 0.04
N: 0.70 -1.60 0.11
H: 2.11 0.89 -0.86
H: 0.55 1.42 -0.10
H: 2.04 1.29 0.84

Energy above the lowest of the compared OMol25 structures with the same formula, charge and spin (kJ/mol): 293.6
HOMO energy (eV): -10.4368
LUMO (eV): -0.441
Kohn-Sham gap (eV): 10.00

Atom charges from the Mulliken analysis, given in e for atoms 1 to 2: number 1, C, carries -0.151; number 2, N, carries -0.430

# 4
C19H15ClF2N4O3S | ωB97M-V/def2-TZVPD

Positions of all 45 atoms, in Å:
O: 1.37 0.26 1.81
C: 0.31 0.82 1.98
C: 0.26 2.31 2.33
S: -1.15 3.19 1.59
C: -0.85 2.83 -0.07
N: -1.71 2.80 -1.04
N: -1.02 2.47 -2.15
C: 0.21 2.30 -1.80
C: 1.36 1.92 -2.67
N: 2.23 0.98 -1.99
C: 1.69 -0.01 -1.24
O: 0.49 -0.19 -1.19
C: 2.66 -0.84 -0.47
C: 3.73 -0.28 0.22
F: 3.97 1.04 0.11
C: 4.56 -1.02 1.04
C: 4.34 -2.38 1.16
C: 3.30 -2.98 0.49
C: 2.46 -2.22 -0.32
Cl: 1.18 -3.00 -1.15
O: 0.40 2.54 -0.48
N: -0.89 0.22 1.93
C: -1.06 -1.17 1.54
C: -2.39 -1.33 0.85
C: -2.58 -0.80 -0.42
C: -3.80 -0.89 -1.05
C: -4.84 -1.53 -0.39
F: -6.04 -1.63 -0.99
C: -4.68 -2.08 0.87
C: -3.45 -1.97 1.49
H: 1.19 2.78 2.01
H: 0.15 2.43 3.40
H: 1.94 2.81 -2.93
H: 0.94 1.49 -3.58
H: 3.21 1.17 -1.97
H: 5.36 -0.52 1.56
H: 4.98 -2.97 1.80
H: 3.11 -4.04 0.58
H: -1.73 0.77 2.06
H: -0.24 -1.42 0.87
H: -1.00 -1.81 2.43
H: -1.75 -0.32 -0.92
H: -3.96 -0.48 -2.03
H: -5.51 -2.57 1.35
H: -3.31 -2.38 2.48

HOMO energy (eV): -8.8483
LUMO (eV): 0.449
Kohn-Sham gap (eV): 9.30

Atom charges from the Mulliken analysis, given in e for atoms 1 to 2: number 1, O, carries -0.608; number 2, C, carries 0.413

# 5
C18H50Ba2O16 | ωB97M-V/def2-TZVPD

Positions of all 86 atoms, in Å:
Ba: -1.65 -2.84 -4.28
Ba: 2.04 1.81 3.09
C: -1.10 -0.73 0.06
C: -1.02 -1.32 -1.28
C: 0.20 -0.89 -2.13
O: 0.22 -1.32 -3.31
C: 1.22 -0.01 -1.59
C: 1.09 0.46 -0.32
C: -0.12 0.11 0.53
O: -0.23 0.48 1.77
O: 2.12 1.15 0.10
O: -1.84 -2.15 -1.76
H: -1.92 -1.01 0.69
H: 2.07 0.23 -2.21
C: -2.13 -3.67 2.81
O: -2.06 -3.85 4.21
H: -2.25 -4.61 2.28
H: -2.99 -3.06 2.52
H: -1.24 -3.28 2.30
H: -1.43 -4.57 4.32
C: -0.85 3.45 3.16
O: 0.23 3.79 2.33
H: -1.57 4.27 3.23
H: -1.45 2.60 2.84
H: -0.49 3.09 4.12
H: -0.04 4.52 1.77
C: 4.54 -1.20 -1.70
O: 5.43 -2.14 -1.11
H: 3.55 -1.61 -1.91
H: 4.51 -0.29 -1.10
H: 5.01 -0.93 -2.64
H: 5.62 -2.86 -1.71
C: -3.12 2.05 -0.22
O: -4.18 3.02 -0.14
H: -2.21 2.53 0.14
H: -3.32 1.13 0.33
H: -2.96 1.87 -1.29
H: -4.94 2.62 -0.56
C: 5.27 2.57 -1.37
O: 4.05 2.22 -1.98
H: 6.08 2.09 -1.92
H: 5.42 3.65 -1.43
H: 5.31 2.30 -0.32
H: 3.47 1.78 -1.35
C: 2.35 0.99 -4.99
O: 2.07 -0.38 -5.06
H: 2.83 1.34 -5.90
H: 1.45 1.57 -4.78
H: 3.02 1.27 -4.17
H: 1.47 -0.63 -4.34
C: -3.02 -0.32 4.30
O: -2.04 -1.09 4.95
H: -3.11 -0.37 3.21
H: -4.00 -0.65 4.65
H: -2.84 0.69 4.67
H: -2.20 -2.02 4.71
C: -1.03 0.10 -7.24
O: -0.51 -0.35 -6.01
H: -2.11 0.20 -7.17
H: -0.61 1.07 -7.53
H: -0.84 -0.59 -8.06
H: 0.46 -0.38 -5.95
C: 3.35 4.53 0.79
O: 3.20 4.14 2.13
H: 3.44 3.63 0.18
H: 2.39 4.95 0.46
H: 4.20 5.17 0.57
H: 3.23 4.92 2.68
C: -4.66 -2.05 0.34
O: -3.82 -3.11 -0.03
H: -5.63 -2.46 0.64
H: -4.21 -1.55 1.20
H: -4.96 -1.37 -0.45
H: -3.07 -2.74 -0.52
C: -0.17 1.35 6.18
O: -0.05 0.80 4.87
H: 0.40 2.28 6.20
H: -1.20 1.59 6.41
H: 0.20 0.70 6.97
H: -0.78 0.20 4.66
C: -1.04 -5.41 -0.26
O: -0.16 -5.91 -1.22
H: -1.32 -4.39 -0.55
H: -1.93 -6.03 -0.13
H: -0.51 -5.29 0.69
H: -0.56 -5.85 -2.09

Total charge: +2
Energy above the lowest of the compared OMol25 structures with the same formula, charge and spin (kJ/mol): 68.0
HOMO energy (eV): -12.9609
LUMO (eV): -5.970
Kohn-Sham gap (eV): 6.99

Atom charges from the Mulliken analysis, given in e for atoms 1 to 2: number 1, Ba, carries 1.771; number 2, Ba, carries 1.793

# 6
C4H3NO2 | ωB97M-V/def2-TZVPD

Positions of all 10 atoms, in Å:
O: -2.69 0.26 -0.45
C: -1.74 -0.17 -1.02
C: -0.29 -0.51 0.14
N: -0.92 -1.37 -0.43
O: 2.15 -1.08 0.32
C: 1.82 0.04 0.68
C: 0.45 0.50 0.60
H: -1.32 0.19 -1.97
H: 2.52 0.73 1.16
H: 0.03 1.43 0.96

Energy above the lowest of the compared OMol25 structures with the same formula, charge and spin (kJ/mol): 344.6
HOMO energy (eV): -9.6183
LUMO (eV): -0.838
Kohn-Sham gap (eV): 8.78

Atom charges from the Mulliken analysis, given in e for atoms 1 to 2: number 1, O, carries -0.374; number 2, C, carries 0.145